{"formula": "C78H195N11O8P2", "method": "the ωB97M-V functional and the def2-TZVPD basis", "orbital_gap_ev": 8.45, "lumo_energy_ev": 0.56, "elements": ["P", "P", "O", "O", "O", "O", "O", "O", "O", "O", "N", "N", "N", "N", "N", "N", "N", "N", "N", "N", "N", "C", "C", "C", "C", "C", "C", "C", "C", "C", "C", "C", "C", "C", "C", "C", "C", "C", "C", "C", "C", "C", "C", "C", "C", "C", "C", "C", "C", "C", "C", "C", "C", "C", "C", "C", "C", "C", "C", "C", "C", "C", "C", "C", "C", "C", "C", "C", "C", "C", "C", "C", "C", "C", "C", "C", "C", "C", "C", "C", "C", "C", "C", "C", "C", "C", "C", "C", "C", "C", "C", "C", "C", "C", "C", "C", "C", "C", "C", "H", "H", "H", "H", "H", "H", "H", "H", "H", "H", "H", "H", "H", "H", "H", "H", "H", "H", "H", "H", "H", "H", "H", "H", "H", "H", "H", "H", "H", "H", "H", "H", "H", "H", "H", "H", "H", "H", "H", "H", "H", "H", "H", "H", "H", "H", "H", "H", "H", "H", "H", "H", "H", "H", "H", "H", "H", "H", "H", "H", "H", "H", "H", "H", "H", "H", "H", "H", "H", "H", "H", "H", "H", "H", "H", "H", "H", "H", "H", "H", "H", "H", "H", "H", "H", "H", "H", "H", "H", "H", "H", "H", "H", "H", "H", "H", "H", "H", "H", "H", "H", "H", "H", "H", "H", "H", "H", "H", "H", "H", "H", "H", "H", "H", "H", "H", "H", "H", "H", "H", "H", "H", "H", "H", "H", "H", "H", "H", "H", "H", "H", "H", "H", "H", "H", "H", "H", "H", "H", "H", "H", "H", "H", "H", "H", "H", "H", "H", "H", "H", "H", "H", "H", "H", "H", "H", "H", "H", "H", "H", "H", "H", "H", "H", "H", "H", "H", "H", "H", "H", "H", "H", "H", "H", "H", "H", "H", "H", "H", "H", "H", "H", "H", "H", "H", "H", "H", "H", "H", "H", "H", "H", "H", "H", "H"], "positions_angstrom": [[4.46936, 5.58746, 2.82772], [2.06127, -2.57100, 6.32081], [2.84085, -3.05054, 7.65900], [3.99208, 5.15594, 1.29919], [6.08994, 5.33916, 2.82760], [4.09288, 6.97487, 3.27660], [2.66582, -1.43279, 5.58316], [3.90248, 4.42725, 3.73728], [0.50964, -2.26041, 6.80213], [1.84454, -3.91739, 5.49315], [-5.96682, -2.08310, 0.45382], [0.14522, 0.89129, 0.50775], [-1.45682, -1.90832, -5.82781], [-4.19868, 2.88588, -2.93094], [-0.99879, -5.49545, -0.83066], [5.82243, -2.86185, -0.04013], [-3.99122, 2.32820, 2.70375], [1.72142, 3.36488, -4.69390], [5.53620, 0.76241, -3.00970], [0.51344, 7.49094, -0.66739], [-3.23504, -5.21900, 4.09923], [0.93062, -0.51102, 2.34542], [-2.25360, -5.53676, -0.05406], [2.52125, 2.59506, 3.98972], [-0.19628, -1.02967, 6.55911], [2.21996, -4.00107, 8.55230], [5.68925, 0.19040, -4.34244], [6.98075, 6.49988, 2.73858], [6.78029, 0.90535, -2.27576], [3.88841, 0.96508, -1.17826], [-3.94753, -1.50097, -0.98168], [2.56810, 4.08114, 3.76114], [-2.49737, -2.86707, -5.38339], [-1.17821, -4.01885, 3.14997], [-1.19035, -2.13345, -7.25706], [0.86673, -4.12676, -1.69499], [4.88009, -3.38897, -1.05173], [-4.35236, 4.11353, -2.19049], [-4.47488, 1.70562, -2.07069], [-4.82160, -3.75065, 5.31252], [4.05734, -2.01101, 1.56113], [0.80421, 3.11960, -3.55239], [-4.21826, -0.20443, 2.83263], [-6.39051, -2.95000, 1.61192], [-0.65127, 3.32631, -3.85844], [4.58856, 4.09957, 0.54836], [4.34283, 4.42806, -0.91826], [0.58119, -6.51947, 0.87647], [2.09682, -5.09261, 3.34309], [-2.72938, -2.85227, -3.86776], [7.84162, -3.50305, -1.42425], [2.77642, -4.49130, 4.59819], [-0.60809, 7.30630, 0.23631], [-2.75204, -4.15986, 3.16794], [-0.32110, 2.22841, 0.12934], [-0.52492, 8.45582, 1.18870], [4.46577, 0.11065, -2.25213], [-5.27987, 2.61998, 3.34040], [-3.27728, -0.08612, -6.06211], [6.28014, -1.18312, -4.51593], [-7.11397, -1.79319, -0.39777], [-4.74456, -2.61302, -0.20428], [-1.82499, -0.46800, -5.61040], [7.21488, 6.83495, 1.28044], [-3.06918, -7.64491, 4.54591], [-4.86915, 2.86980, -4.26395], [-3.21175, -6.72067, -0.31099], [-4.66537, -5.04600, 4.46479], [4.07792, 3.70428, -5.45216], [-6.49578, 2.45635, 2.40861], [7.14685, -3.51947, -0.06296], [0.32645, 6.63741, -1.87735], [-2.53858, 3.99515, 3.71994], [0.68299, 3.29277, 0.35092], [-0.33473, -4.21896, -0.72696], [-1.38919, -1.22465, 5.60495], [-0.71291, -0.07491, -0.22622], [-8.21622, -0.91077, 0.18688], [-5.90269, 1.67986, -1.62231], [-3.99204, 1.05330, 1.96811], [3.26957, -5.06921, 8.85160], [1.59160, 1.08922, -5.81269], [-7.05931, -4.27609, 1.23662], [-2.89122, 2.54566, 3.63009], [-3.69303, 4.25130, -0.82183], [-0.05121, -6.63015, -0.53424], [-2.98647, -6.56483, 3.50376], [1.38078, 2.56067, -5.87558], [4.53434, -4.85197, -0.83600], [2.93932, 7.77284, -0.67724], [-4.26777, 3.87492, -5.31199], [-0.39684, -3.41793, -7.41571], [7.70153, 1.86111, -3.08513], [-0.35591, -0.18289, -1.69290], [1.77243, 7.06754, -0.00781], [-0.07915, 0.64671, 1.96469], [5.36851, -2.82383, 1.39546], [-0.84863, 7.08734, -2.71597], [3.14002, 3.36496, -4.34331], [-0.49178, -1.35665, -7.56801], [-4.78192, 3.87019, -6.27310], [3.51295, -3.73576, 4.32471], [8.05352, 1.52069, -4.05895], [1.29240, -7.33788, 0.98817], [3.99015, -5.05263, 0.08687], [-3.56306, -0.63399, -6.96003], [5.01818, 3.75748, -1.44960], [-4.96245, -5.80936, 5.18390], [6.15244, -2.46324, 2.06143], [-2.04300, -5.63417, 1.01095], [7.21203, 2.81786, -3.26708], [4.75340, -0.88785, -1.92292], [0.18652, 1.53847, 2.53240], [-3.53646, -6.75325, 2.58175], [3.09599, 0.34080, -0.76540], [-0.50530, 2.31108, -0.94179], [-5.22508, 3.69297, 3.52422], [7.74341, -2.93785, 0.63985], [-7.54862, -2.73085, -0.74414], [0.77319, -6.48041, -1.23142], [-4.12907, -3.08284, 0.56288], [0.77589, 3.56862, 1.40134], [6.74735, -1.41767, -5.47238], [1.35097, -4.47328, 8.09407], [-0.97447, -3.46911, -1.19231], [7.96740, 7.59637, 1.07535], [3.08995, 7.41113, -1.69438], [0.36773, 8.52211, 1.81069], [-5.46765, 2.07643, 4.26636], [-1.81703, -3.15427, -3.35345], [-3.70513, 5.29216, -0.49846], [1.66403, 2.98808, -0.01354], [-8.91838, -0.66219, -0.60890], [-5.56485, -3.05334, 2.31599], [5.20709, -3.25219, -2.08248], [0.30498, 2.65998, -6.02013], [3.09409, 2.26507, 4.85637], [1.08486, 0.58879, -6.63784], [-2.09581, 1.90346, 3.25192], [-1.19169, 2.58703, 0.67848], [-7.28877, -4.85644, 2.13029], [3.46490, 2.39399, -3.96944], [-5.92013, 1.17327, -0.65734], [-6.52276, 1.20746, -2.38418], [-0.64441, -4.95743, 3.00086], [-1.31349, 8.37854, 1.93722], [-2.42569, 4.62895, 2.84036], [1.47968, -5.96586, 3.55440], [-0.50848, -0.71971, 7.55639], [3.92535, -2.86308, -1.04681], [0.35671, 4.21752, -0.12498], [5.48624, -5.36702, -0.70669], [-4.08204, -8.00452, 4.72729], [-4.75342, 1.09488, 1.18922], [-3.60545, -0.75108, -0.26841], [-0.48640, -7.59547, -0.79280], [1.84835, 7.27857, 1.05887], [3.92016, -1.94520, 2.64045], [3.27354, 4.09485, -3.54486], [-3.45234, -6.62639, -1.36992], [2.10537, 4.31158, 2.80152], [1.93303, 5.99532, -0.12024], [-5.33206, -5.00423, 3.60347], [-8.81013, -1.40854, 0.95342], [-3.68499, 4.78519, -2.73049], [7.20869, -1.30391, -3.95797], [7.18746, -3.91159, -2.19449], [-5.07168, -3.38793, -0.89754], [5.60343, -1.93837, -4.11623], [-2.23908, -3.89282, -5.64648], [-1.58357, -0.20097, -4.58157], [3.54021, -5.58790, 7.93192], [5.16101, -3.80864, 1.81403], [0.22670, 5.57262, -1.66668], [-2.06574, -2.12868, -7.90650], [0.44581, -3.45123, -6.72510], [3.33776, 1.82418, -1.56144], [0.72567, -0.27915, -1.78783], [-4.51628, -1.05273, -1.79636], [1.43575, 0.65372, -4.82570], [-1.77308, 0.16176, -0.13614], [-3.87765, 1.64167, -1.16111], [-0.23459, -6.54132, 1.59905], [7.22459, -0.05783, -2.02481], [-7.79820, -0.03115, 0.67641], [-3.19321, -4.50767, 2.23387], [6.50542, 1.37720, -1.33241], [1.16315, -5.60362, 0.97967], [-3.18630, 0.99723, -6.14066], [3.80140, 7.43989, -0.09926], [4.14031, -4.63618, 9.34394], [-3.97442, -1.09874, 2.25917], [-3.20068, 3.65735, -5.35738], [-0.69381, 8.08076, -3.13696], [0.53211, -0.27591, 6.26014], [1.01056, 3.82258, -2.74533], [-3.23741, 2.16658, 4.59162], [-1.01422, 6.45859, -3.59082], [-5.91816, 3.14384, -4.15181], [7.48758, 5.94068, 0.72007], [-4.82894, 1.86467, -4.68370], [0.08741, -3.36998, -8.39105], [-6.29994, 2.91199, 1.43797], [-3.93298, -3.50500, 5.89399], [1.95789, -0.23321, 2.10955], [-1.81455, -0.28571, 5.25061], [-2.68658, -7.30837, 5.50948], [-3.10770, -1.94217, -3.40226], [2.04993, 4.53105, 4.60800], [-6.64126, 1.40435, 2.16319], [4.14153, -5.35110, -1.72182], [7.89648, 6.25948, 3.27872], [0.74010, -1.48418, 1.89291], [-1.78802, 6.97503, -2.17463], [-4.21955, 0.81176, -2.63982], [-1.08477, -1.66744, 4.65660], [-0.79384, -3.36285, 2.36893], [-2.46531, -8.51052, 4.27360], [-7.02951, -2.38110, 2.28729], [-4.29661, 4.91531, -4.98818], [6.59515, 7.37188, 3.26681], [-0.68442, -3.73887, 4.08049], [-7.39155, 2.84094, 2.89624], [-1.98025, -6.62608, 3.08920], [-3.50494, -0.27453, 3.65382], [5.63389, 3.93051, 0.80680], [-3.98811, -0.36844, -5.28550], [1.12862, 6.80270, -2.59659], [-1.10364, 0.42632, 2.26462], [-2.65940, 3.90562, -0.83602], [2.65816, 0.95840, -5.99554], [1.54775, -4.32975, 2.79112], [8.55693, 2.12742, -2.46426], [0.05969, -3.95216, 0.25352], [0.92813, -4.83254, -2.52336], [4.10575, 2.89013, -6.17637], [6.27555, 0.88841, -4.94006], [-6.33401, 2.63544, -1.32411], [-5.34929, 4.55018, -2.13068], [1.97827, -3.42439, 9.44512], [-3.26476, 4.53961, 4.32352], [1.75710, 3.05164, -6.77304], [4.70062, 5.45051, -1.03939], [-3.40232, -3.66771, -3.60262], [2.77869, 2.06394, 3.07335], [0.98178, 2.11529, -3.16777], [3.16553, -2.50741, 1.17855], [4.13595, -0.99271, 1.18035], [5.06301, 3.92544, -5.04132], [-8.00778, -4.14295, 0.71626], [7.02673, -4.54072, 0.29858], [-5.20857, -2.96405, 4.66474], [-2.71895, -7.68090, -0.15865], [-2.18089, -1.80830, 6.07470], [-3.00218, -1.91865, -1.32804], [2.89781, 8.86122, -0.63463], [-5.26363, -0.26392, 3.13554], [-5.61287, -4.00002, 6.01949], [3.30311, 4.24438, -1.18909], [-1.60597, 4.15081, 4.26226], [0.94194, -0.62345, 3.42955], [-0.76255, 0.72270, -2.14307], [8.66140, -4.18830, -1.20865], [-1.03716, 2.46025, -4.39615], [1.01543, -3.10921, -2.05634], [-0.67733, 9.43440, 0.73343], [3.62828, 4.48437, -6.06648], [4.51497, 1.21994, -0.32353], [4.12928, 3.13805, 0.77779], [1.48607, 2.31158, 4.17982], [-3.02751, 1.11023, 1.46358], [-6.39426, -4.74832, 0.51356], [3.35757, -5.18006, 5.21134], [6.26762, 7.16482, 0.85385], [-1.20446, 3.41483, -2.92343], [8.17116, -2.51710, -1.75200], [-0.58314, 6.32742, 0.71514], [4.68080, 0.18778, -4.75612], [-2.81958, -4.62547, -0.24721], [-0.88475, 4.24954, -4.38875], [-0.53817, -1.06607, 0.19232], [-4.15083, -6.56977, 0.22141], [2.87599, -5.80683, 9.55096], [-6.61764, -1.22932, -1.18759], [1.74257, -4.37895, -1.09716], [-1.59608, 7.34106, -0.22279], [-0.92190, -0.99979, -2.14059], [-3.10963, -3.15560, 3.39531], [-1.15378, 0.13644, -6.22052], [2.90318, -5.47069, 2.71465], [-0.97044, -4.34143, -7.33683], [-3.48708, -2.70039, -5.80857], [-4.28549, 3.63974, -0.14133], [3.61679, -0.10323, -2.90144]], "atomic_forces_ev_per_a": [[0.645, 1.705, -0.642], [-1.318, 1.082, 0.145], [-0.834, 0.798, -1.526], [0.419, 1.071, 2.322], [-1.378, 0.476, 0.333], [0.328, -2.381, -1.349], [-0.127, -1.294, 0.867], [2.658, 0.874, -0.155], [1.824, -1.222, -0.430], [-1.216, 0.718, 0.576], [-0.143, -0.630, 2.475], [-2.099, -0.005, 0.154], [-1.089, 0.388, -0.437], [0.497, -1.261, 0.418], [-0.411, -1.522, 0.278], [0.404, 0.293, 0.591], [-1.671, -0.402, -0.548], [-0.475, 0.269, -0.319], [-0.535, -0.626, -0.278], [-0.145, -1.774, -1.016], [-0.020, -0.298, -0.167], [-0.604, 1.096, 0.812], [0.192, -0.900, 0.525], [-0.909, -0.548, -0.330], [0.091, 0.230, 0.143], [0.904, -0.385, 0.136], [-0.237, 0.835, -0.662], [0.177, 0.229, 0.037], [-0.352, 0.979, -0.977], [-1.090, -0.491, 1.001], [-0.102, -1.055, 1.402], [-1.374, -1.226, 0.326], [-0.056, 0.716, 1.187], [-0.283, -1.034, -0.097], [1.198, -0.400, 1.026], [1.097, -0.325, 0.911], [-0.931, -0.277, 0.887], [1.904, 1.722, -0.846], [-0.111, 0.773, -1.111], [-0.978, -0.850, -0.593], [0.973, -0.295, 0.779], [1.127, 0.537, -0.499], [0.738, 0.030, -0.796], [-0.022, 1.033, -0.075], [-0.520, -0.385, -0.012], [-0.395, -0.620, -0.282], [1.234, -0.409, 0.956], [-0.550, -0.599, -0.982], [0.996, 0.122, 0.989], [0.554, -0.744, 0.130], [-0.395, -0.582, 0.817], [0.655, -0.052, -0.345], [0.306, 0.665, 0.160], [1.022, -0.713, 0.581], [0.210, 0.377, -0.214], [-0.916, 0.572, 1.881], [0.528, 0.038, -0.827], [-0.175, 1.027, -1.304], [1.407, -0.342, 1.277], [1.149, -0.696, 1.070], [1.124, 0.376, -0.174], [-1.057, 1.236, -0.716], [-0.533, -1.208, -0.610], [-0.399, -0.394, -0.362], [-0.397, -0.733, 0.403], [0.171, 1.113, 0.306], [0.806, 1.016, -1.526], [1.675, 1.028, 1.165], [-0.681, -0.065, -1.137], [0.785, -0.672, 0.056], [-1.092, 1.257, -0.519], [-0.069, 1.319, -0.650], [0.591, 1.432, 1.092], [1.018, 0.917, 0.707], [0.435, 0.155, -2.357], [0.613, 0.220, -0.086], [0.976, -0.641, 0.139], [0.244, -0.444, 0.432], [-0.677, -0.577, 0.763], [0.460, 0.548, 0.801], [-0.386, 0.134, 0.292], [2.047, -0.444, -0.321], [0.307, 0.631, -0.193], [-0.787, -0.813, -1.223], [-0.718, -1.230, 0.080], [0.261, 1.805, -0.037], [0.779, 0.954, 0.270], [-1.829, 1.316, 0.478], [1.323, -0.714, -0.122], [0.603, -0.625, 0.475], [0.356, -0.328, 1.394], [0.446, -0.107, -0.679], [0.174, 0.086, 1.034], [-0.750, 0.647, 0.335], [0.178, 0.764, -0.938], [2.356, -1.114, -0.620], [-1.506, 0.244, -1.652], [-0.884, -0.319, -0.242], [-0.674, -0.326, 0.803], [-0.288, 0.302, -0.140], [0.166, -0.491, 0.012], [-0.139, 0.232, -0.393], [0.010, -0.382, 0.246], [-0.183, -0.165, 0.376], [-0.417, 0.079, -0.231], [0.122, 0.521, -0.225], [-0.254, -0.012, -0.541], [0.159, -0.597, -0.657], [0.164, 0.512, -0.494], [0.211, 0.652, 0.256], [-0.407, -0.095, 0.022], [0.295, -0.066, 0.613], [0.233, 0.072, -0.111], [-0.964, -0.090, 0.071], [-0.230, 0.001, 0.456], [-0.435, -0.629, -0.009], [-0.153, 0.017, 0.666], [0.184, -0.288, 0.132], [-0.128, -0.016, -0.623], [-0.074, -0.263, -0.187], [0.046, 0.180, 0.011], [0.161, -0.177, 0.188], [-1.116, 0.068, -0.623], [-0.150, 0.287, 0.090], [-0.705, 0.177, 0.979], [-0.014, 0.040, 0.368], [-0.066, 0.267, -0.121], [0.275, -0.193, -0.374], [0.179, -0.161, 0.346], [0.326, 0.313, 0.064], [-0.142, -0.044, -0.050], [0.096, 0.147, -0.122], [0.131, 0.302, -0.004], [0.602, -0.552, -0.500], [0.615, 0.154, 0.225], [-0.209, 0.484, 0.104], [0.214, 0.101, -0.225], [-0.204, -0.201, 0.335], [0.365, 0.293, 0.320], [-0.758, -0.521, -0.029], [0.364, -0.284, -0.153], [0.024, -0.344, 0.508], [-0.456, -0.780, -0.174], [-0.363, -0.016, 0.337], [-0.487, -0.320, -0.444], [-0.313, -0.061, 0.123], [-0.151, -0.768, -0.631], [-0.223, 0.265, 0.212], [-0.385, 0.030, -0.071], [0.118, 0.563, 0.385], [0.127, -0.047, -0.195], [0.130, -0.278, 0.131], [-0.083, 0.006, -0.059], [0.032, 0.008, -0.002], [-0.516, 0.278, 0.016], [-0.223, 0.101, 0.391], [-0.575, 0.131, -0.037], [-0.283, 0.231, 0.151], [-0.088, -0.039, 0.176], [-0.207, -0.455, -0.211], [-0.256, 0.276, 0.162], [-0.145, -0.286, 0.076], [-0.169, -0.257, -0.211], [0.061, -0.275, 0.049], [-0.679, 0.712, -0.664], [0.017, 0.240, 0.820], [0.237, -0.186, -0.047], [0.340, -0.389, -0.387], [0.042, -0.316, -0.489], [0.349, 0.199, -0.138], [-0.436, 0.038, 0.159], [0.169, 0.071, 0.056], [-0.039, -0.657, -0.187], [0.157, -0.195, 0.288], [-0.285, 0.086, -0.053], [-0.237, 0.056, 0.331], [0.462, 0.230, -0.123], [-0.081, -0.020, -0.372], [0.109, -0.139, 0.136], [-0.591, -0.081, -0.146], [-0.154, 0.105, 0.232], [0.636, 0.606, -0.272], [0.422, -0.152, 0.382], [0.401, -0.194, -0.066], [-0.014, 0.204, -0.316], [0.435, 0.773, -0.755], [0.281, 0.104, 0.104], [-0.246, 0.020, -0.069], [-0.817, -0.001, -0.446], [0.382, 0.218, -0.121], [0.095, 0.066, -0.300], [-0.327, -0.087, -0.341], [0.045, -0.138, -0.614], [-0.206, 0.198, 0.464], [-0.129, -0.012, -0.530], [0.698, 0.049, -0.017], [0.530, -0.030, 0.581], [0.416, -0.336, -0.045], [-0.452, -0.122, 0.077], [0.181, -0.096, 0.076], [0.116, -0.029, 0.198], [-0.186, -0.367, -0.289], [-0.151, 0.473, 0.117], [0.038, 0.095, -0.376], [-0.154, 0.217, -0.309], [0.004, 0.383, 0.571], [0.074, 0.265, -0.097], [0.078, 0.093, -0.520], [0.067, 0.646, -0.216], [-0.284, -0.153, 0.218], [-0.650, 0.221, 0.153], [-0.040, -0.524, -0.198], [-0.279, 0.121, -0.103], [-0.124, 0.548, 0.004], [-0.068, -0.005, -0.121], [0.191, -0.447, 0.221], [-0.377, 0.233, -0.101], [-0.072, -0.067, -0.172], [-0.629, 0.344, -0.417], [-0.298, -0.012, 0.340], [-0.549, -0.217, -0.023], [-0.747, 0.533, 0.362], [0.028, 0.071, -0.219], [0.381, 0.545, 0.358], [-0.282, 0.373, 0.424], [0.190, 0.597, -0.128], [-0.145, 0.209, 0.028], [0.727, -0.352, 0.569], [-0.231, -0.348, -0.396], [0.012, -0.110, 0.030], [0.283, -0.553, -0.034], [-0.006, -0.045, 0.149], [0.290, -0.200, -0.107], [-0.497, 0.275, 0.348], [-0.698, 0.148, -0.125], [0.525, -0.350, 0.143], [-0.113, 0.121, -0.068], [0.214, 0.373, -0.545], [-0.429, -0.145, -0.246], [-0.352, -0.243, -0.020], [-0.224, -0.092, 0.087], [0.551, -0.302, -0.003], [-0.411, 0.036, -0.479], [-0.409, 0.070, -0.100], [0.440, -0.174, 0.150], [-0.163, -0.314, 0.360], [0.132, -0.037, -0.297], [0.011, -0.109, -0.193], [-0.039, 0.102, -0.371], [-0.053, 0.221, 0.073], [0.413, -0.304, 0.117], [0.407, 0.472, 0.329], [-0.349, -0.029, 0.305], [0.105, -0.095, -0.117], [-0.179, -0.214, -0.388], [-0.242, -0.102, -0.072], [0.152, -0.082, 0.304], [-0.108, 0.420, 0.175], [0.133, 0.336, -0.126], [0.199, -0.231, 0.179], [-0.135, -0.300, 0.164], [0.524, 0.051, -0.604], [0.440, 0.167, -0.847], [-0.384, 0.152, -0.088], [-0.118, -0.006, -0.061], [0.141, -0.199, -0.414], [0.450, 0.705, 0.274], [0.265, 0.125, -0.253], [-0.445, 0.031, 0.302], [-0.173, -0.034, 0.129], [0.085, -0.736, -0.142], [-0.033, -0.698, 0.294], [-0.108, -0.660, -0.388], [-0.042, 0.205, -0.068], [-0.128, -0.268, 0.112], [0.086, -0.051, 0.234], [0.177, -0.283, 0.467], [-0.041, 0.079, -0.254], [0.263, 0.158, 0.082], [0.332, -0.057, -0.288], [-0.163, -0.020, 0.384], [0.216, -0.305, 0.327], [-0.187, -0.057, -0.036], [-0.618, -0.164, -0.651], [0.451, 0.127, -0.107], [0.254, 0.151, -0.507], [0.305, -0.242, -0.109], [-0.513, -0.223, 0.300], [0.206, -0.212, -0.015], [0.095, 0.111, -0.182], [0.008, 0.077, -0.042], [-0.128, 0.291, -0.648], [0.393, 0.109, 0.691], [0.074, 0.166, -0.594]]}